(1)
The following is a quantum chemistry calculation of a 2-piece molecular cluster, C2H8NO overall, from the OMol25 dataset.

Structure (ORCA input):
```
! wB97M-V def2-TZVPD RIJCOSX def2/J DEFGRID3
* xyz -1 1
O -1.74 0.28 2.02
H -2.53 0.84 1.93
C 0.68 -1.13 -0.13
C 0.49 0.10 -1.03
N 0.00 1.27 -0.32
H -0.24 -1.72 -0.11
H 1.49 -1.78 -0.43
H 0.82 -0.85 0.89
H 1.41 0.36 -1.55
H -0.26 -0.12 -1.80
H -0.81 1.04 0.27
H 0.70 1.71 0.25
*
```

Output
gap between HOMO and LUMO	6.809	eV
relative energy (zero: lowest compared OMol25 entry of this formula, charge and spin)	0.369	eV
lowest unoccupied orbital energy	4.3	eV
strongest force on any atom	0.9	eV Å⁻¹
HOMO energy	-2.46	eV

Mulliken charges, unit e, in atom order:
1. O -1.12
2. H 0.13
3. C -0.99
4. C -0.39
5. N -0.65
6. H 0.29
7. H 0.33
8. H 0.31
9. H 0.32
10. H 0.23
11. H 0.32
12. H 0.21



(2)
The following is a quantum chemistry calculation of one molecule with the formula C4H7F2N in a non-equilibrium geometry, from the OMol25 dataset.

Structure (ORCA input):
```
! wB97M-V def2-TZVPD RIJCOSX def2/J DEFGRID3
* xyz 0 1
C -1.47 -1.93 -0.70
C -0.39 -1.21 -1.05
C -0.38 0.35 -0.65
F 0.31 0.95 -1.73
F -1.64 0.96 -0.76
N 0.33 0.41 0.57
C -0.03 1.56 1.44
H -1.51 -2.97 -0.82
H -2.44 -1.53 -0.54
H 0.61 -1.53 -1.31
H 0.63 -0.47 0.91
H 0.24 2.48 0.94
H -1.09 1.39 1.67
H 0.59 1.46 2.33
*
```

Output
gap between HOMO and LUMO	10.662	eV
relative energy (zero: lowest compared OMol25 entry of this formula, charge and spin)	0.639	eV
lowest unoccupied orbital energy	0.9	eV
strongest force on any atom	3.7	eV Å⁻¹
HOMO energy	-9.75	eV

Mulliken charges, unit e, in atom order:
1. C -0.64
2. C -0.65
3. C 0.92
4. F -0.33
5. F -0.29
6. N -0.32
7. C -0.78
8. H 0.31
9. H 0.27
10. H 0.37
11. H 0.30
12. H 0.24
13. H 0.28
14. H 0.33



(3)
The following is a quantum chemistry calculation of C9H9N3O as an isolated structure in a non-equilibrium geometry, from the OMol25 dataset.

Structure (ORCA input):
```
! wB97M-V def2-TZVPD RIJCOSX def2/J DEFGRID3
* xyz 0 1
C 3.71 0.66 -0.13
C 2.77 1.70 -0.11
C 3.32 -0.66 -0.05
C 1.41 1.45 -0.02
C 0.05 -1.84 0.15
C 1.96 -0.94 0.03
C 1.02 0.13 0.04
C -2.00 0.17 0.15
C -4.14 -0.60 -0.18
N 1.31 -2.14 0.10
N -2.01 1.37 0.39
N -0.19 -0.51 0.11
O -2.73 -0.86 -0.10
H 4.76 0.90 -0.20
H 3.12 2.72 -0.17
H 4.04 -1.47 -0.06
H 0.69 2.25 0.00
H -0.75 -2.56 0.21
H -4.51 -0.20 0.76
H -4.61 -1.56 -0.38
H -4.36 0.09 -0.99
H -2.86 1.92 0.44
*
```

Output
gap between HOMO and LUMO	8.256	eV
relative energy (zero: lowest compared OMol25 entry of this formula, charge and spin)	1.885	eV
lowest unoccupied orbital energy	0.3	eV
strongest force on any atom	5.2	eV Å⁻¹
HOMO energy	-7.98	eV

Mulliken charges, unit e, in atom order:
1. C -0.38
2. C -0.51
3. C -0.61
4. C -0.62
5. C -0.15
6. C 0.40
7. C 0.52
8. C 0.69
9. C -0.76
10. N -0.77
11. N -0.48
12. N -0.14
13. O -0.26
14. H 0.37
15. H 0.36
16. H 0.40
17. H 0.38
18. H 0.40
19. H 0.34
20. H 0.24
21. H 0.33
22. H 0.25



(4)
The following is a quantum chemistry calculation of C4H6S2 as an isolated structure in a non-equilibrium geometry, from the OMol25 dataset.

Structure (ORCA input):
```
! wB97M-V def2-TZVPD RIJCOSX def2/J DEFGRID3
* xyz 0 1
C 0.27 -0.67 -1.37
C 0.09 -0.98 0.12
C 0.72 -0.03 1.14
C -1.37 -0.70 0.57
H -0.13 -1.45 -2.06
H 0.44 -2.02 0.15
H 1.27 0.58 0.52
H 1.27 -0.55 1.91
H -1.97 -0.38 -0.35
H -1.92 -1.54 1.00
S 0.99 0.62 -1.96
S -0.82 0.61 1.72
*
```

Output
gap between HOMO and LUMO	8.545	eV
relative energy (zero: lowest compared OMol25 entry of this formula, charge and spin)	1.300	eV
lowest unoccupied orbital energy	-0.2	eV
strongest force on any atom	2.7	eV Å⁻¹
HOMO energy	-8.79	eV

Mulliken charges, unit e, in atom order:
1. C -0.47
2. C 0.19
3. C -0.59
4. C -0.65
5. H 0.33
6. H 0.34
7. H 0.33
8. H 0.30
9. H 0.32
10. H 0.31
11. S -0.26
12. S -0.15